(1)
{
  "formula": "C26H49F6N8O8RbS2",
  "method": "ωB97M-V/def2-TZVPD",
  "total_charge": 0,
  "e_tot_ha": -3479.6769,
  "homo_energy_ev": -9.100,
  "orbital_gap_ev": 7.59,
  "multiplicity": 1,
  "largest_force_ev_per_a": 2.07,
  "species": ["Rb", "C", "F", "F", "F", "S", "O", "O", "N", "S", "O", "O", "C", "F", "F", "F", "C", "O", "N", "C", "C", "H", "H", "H", "H", "H", "H", "H", "C", "O", "N", "C", "C", "H", "H", "H", "H", "H", "H", "H", "C", "O", "N", "C", "C", "H", "H", "H", "H", "H", "H", "H", "C", "O", "N", "C", "C", "H", "H", "H", "H", "H", "H", "H", "C", "C", "C", "C", "N", "H", "H", "H", "H", "H", "H", "H", "C", "C", "C", "C", "N", "H", "H", "H", "H", "H", "H", "H", "C", "C", "C", "C", "N", "H", "H", "H", "H", "H", "H", "H"],
  "coordinates": [[-4.225, -2.720, 2.021], [-3.088, -0.116, -0.241], [-3.838, 0.215, 0.854], [-3.815, -1.108, -0.778], [-3.004, 0.927, -1.012], [-1.369, -0.605, 0.307], [-0.647, -0.788, -0.918], [-0.914, 0.409, 1.186], [-1.757, -2.063, 1.036], [-0.469, -2.572, 1.846], [-0.516, -3.979, 2.059], [0.749, -2.017, 1.402], [-0.741, -1.821, 3.545], [0.046, -2.361, 4.423], [-0.488, -0.511, 3.534], [-2.042, -1.935, 3.967], [1.304, 3.327, -3.013], [2.087, 3.326, -2.095], [-0.036, 3.205, -2.882], [-0.907, 3.743, -3.871], [-0.571, 2.789, -1.603], [1.620, 3.444, -4.065], [-1.747, 4.285, -3.425], [-1.340, 2.977, -4.529], [-0.419, 4.466, -4.525], [-0.990, 3.590, -0.989], [-1.362, 2.088, -1.875], [0.163, 2.227, -1.035], [-5.158, 1.405, -5.082], [-5.711, 1.590, -4.010], [-4.117, 0.576, -5.287], [-3.377, 0.641, -6.537], [-3.547, -0.162, -4.184], [-5.510, 1.908, -5.997], [-2.515, -0.014, -6.500], [-3.038, 1.654, -6.758], [-4.011, 0.320, -7.370], [-4.294, -0.177, -3.391], [-3.158, -1.141, -4.441], [-2.720, 0.439, -3.776], [0.479, 0.146, -4.130], [-0.304, 0.640, -4.932], [0.911, -1.142, -4.120], [1.761, -1.620, -3.027], [0.324, -2.118, -5.015], [1.046, 0.743, -3.392], [2.673, -1.027, -2.955], [2.024, -2.659, -3.199], [1.261, -1.566, -2.054], [1.093, -2.682, -5.540], [-0.260, -2.848, -4.435], [-0.359, -1.605, -5.683], [0.403, -3.681, -1.902], [1.526, -4.109, -2.005], [-0.703, -4.450, -1.714], [-2.013, -3.884, -1.739], [-0.588, -5.886, -1.588], [0.117, -2.616, -1.963], [-2.634, -4.370, -2.513], [-1.970, -2.860, -2.113], [-2.540, -4.011, -0.790], [0.413, -6.146, -1.263], [-1.331, -6.229, -0.863], [-0.791, -6.397, -2.535], [-1.190, 5.104, 5.416], [-0.981, 3.884, 4.542], [-1.030, 2.569, 5.298], [0.023, 2.391, 6.287], [0.849, 2.240, 7.082], [-1.350, 5.981, 4.779], [-0.304, 5.341, 6.003], [-2.071, 5.013, 6.051], [-0.074, 3.994, 3.947], [-1.780, 3.808, 3.795], [-0.982, 1.736, 4.591], [-2.016, 2.412, 5.744], [3.333, -1.814, 6.302], [3.260, -0.335, 6.007], [4.469, 0.420, 6.533], [5.755, -0.039, 6.030], [6.765, -0.391, 5.627], [3.304, -2.023, 7.377], [4.285, -2.243, 5.968], [2.581, -2.406, 5.780], [2.340, 0.130, 6.357], [3.189, -0.235, 4.917], [4.459, 0.413, 7.628], [4.381, 1.488, 6.305], [4.101, -0.029, -0.404], [2.838, 0.855, -0.302], [2.183, 0.844, 1.083], [3.122, 1.143, 2.153], [3.837, 1.387, 3.013], [3.846, -1.066, -0.159], [4.868, 0.352, 0.267], [4.520, -0.034, -1.411], [2.135, 0.654, -1.106], [3.182, 1.884, -0.441], [1.694, -0.106, 1.306], [1.394, 1.598, 1.117]]
}

***

(2)
{
  "formula": "C26H49N3O7P2S2",
  "method": "ωB97M-V/def2-TZVPD",
  "total_charge": 0,
  "e_tot_ha": -3189.4313,
  "homo_energy_ev": -5.762,
  "orbital_gap_ev": 3.46,
  "multiplicity": 1,
  "largest_force_ev_per_a": 8.16,
  "species": ["C", "C", "O", "P", "O", "C", "C", "C", "C", "O", "C", "C", "N", "C", "C", "C", "C", "C", "P", "C", "C", "C", "C", "C", "C", "S", "C", "S", "N", "C", "C", "N", "C", "O", "C", "C", "H", "H", "H", "H", "H", "H", "H", "H", "H", "H", "H", "H", "H", "H", "H", "H", "H", "H", "H", "H", "H", "H", "H", "H", "H", "H", "H", "H", "H", "H", "H", "H", "H", "H", "H", "H", "H", "H", "H", "H", "H", "H", "H", "H", "H", "H", "H", "H", "C", "O", "O", "O", "H"],
  "coordinates": [[6.067, 0.223, -1.775], [5.813, -1.124, -2.732], [5.120, -2.214, -2.027], [3.433, -1.871, -1.766], [2.633, -3.178, -2.253], [2.791, -0.273, -2.588], [1.179, -0.344, -3.025], [0.339, 0.255, -1.750], [-1.296, -0.086, -1.814], [-1.511, -1.397, -2.436], [-1.581, -2.346, -1.317], [-2.845, -2.137, -0.297], [-3.189, -0.654, -0.028], [-4.221, -0.276, -1.046], [-5.789, -0.426, -0.653], [-6.405, -1.955, -0.723], [-6.344, -2.777, 0.695], [-7.937, -1.914, -1.394], [-3.664, -0.597, 1.678], [-4.377, 1.070, 2.247], [-2.234, -0.978, 2.886], [-1.846, 0.067, -0.276], [-1.936, 1.704, 0.002], [-1.024, 2.164, 1.318], [-1.641, 3.447, 2.131], [-0.302, 4.764, 2.203], [0.903, 4.468, 3.607], [0.820, 5.537, 4.959], [1.976, 3.401, 3.669], [3.477, 3.585, 3.948], [4.210, 2.119, 3.898], [3.154, 1.061, 3.636], [1.892, 1.891, 3.527], [3.085, -1.754, -0.030], [4.242, -2.210, 0.760], [4.504, -3.845, 0.683], [5.489, 0.094, -0.762], [5.722, 1.213, -2.297], [7.224, 0.252, -1.485], [6.913, -1.529, -2.963], [5.358, -0.851, -3.783], [2.835, 0.576, -1.752], [3.431, 0.126, -3.483], [0.953, -1.460, -3.292], [1.051, 0.387, -3.936], [0.470, 1.431, -1.770], [0.831, -0.110, -0.747], [-1.860, 0.709, -2.494], [-0.573, -2.391, -0.680], [-1.711, -3.435, -1.789], [-2.544, -2.695, 0.715], [-3.742, -2.745, -0.733], [-4.045, -0.991, -1.987], [-4.095, 0.821, -1.502], [-6.395, 0.177, -1.489], [-6.132, 0.039, 0.361], [-5.750, -2.524, -1.542], [-7.211, -3.593, 0.642], [-6.507, -2.127, 1.655], [-5.333, -3.396, 0.710], [-8.522, -0.935, -1.133], [-7.885, -1.973, -2.586], [-8.590, -2.847, -1.072], [-3.646, 1.692, 2.957], [-4.747, 1.750, 1.366], [-5.335, 0.856, 2.925], [-1.821, -0.031, 3.472], [-1.339, -1.600, 2.400], [-2.666, -1.695, 3.736], [-1.000, -0.308, 0.478], [-1.424, 2.260, -0.923], [-3.038, 2.111, 0.036], [0.032, 2.511, 0.885], [-0.797, 1.247, 2.010], [-1.821, 3.105, 3.261], [-2.678, 3.819, 1.734], [4.077, 4.577, 4.167], [5.320, 1.781, 4.053], [0.932, 1.250, 3.338], [3.988, -1.982, 1.903], [5.244, -1.640, 0.541], [3.529, -4.446, 0.445], [5.354, -4.125, -0.102], [4.911, -4.151, 1.757], [8.223, 3.192, -2.879], [9.112, 3.933, -3.364], [7.018, 3.697, -3.098], [8.296, 2.110, -2.254], [7.400, 4.465, -3.569]]
}